{
  "formula": "C51H99B2F3IO23",
  "method": "ωB97M-V/def2-TZVPD",
  "elements": ["C", "C", "C", "C", "C", "C", "C", "C", "C", "C", "C", "C", "C", "C", "C", "C", "O", "C", "C", "O", "B", "C", "C", "C", "F", "C", "F", "F", "C", "C", "C", "I", "O", "C", "C", "B", "O", "O", "H", "H", "H", "H", "H", "H", "H", "H", "H", "H", "H", "H", "H", "H", "H", "H", "H", "H", "H", "H", "H", "H", "H", "H", "H", "H", "H", "H", "H", "H", "H", "H", "H", "H", "H", "H", "H", "H", "H", "H", "H", "H", "H", "H", "H", "H", "H", "H", "H", "H", "H", "C", "C", "O", "C", "O", "O", "C", "H", "H", "H", "H", "H", "H", "H", "H", "C", "C", "O", "C", "O", "O", "C", "H", "H", "H", "H", "H", "H", "H", "H", "C", "C", "O", "C", "O", "O", "C", "H", "H", "H", "H", "H", "H", "H", "H", "C", "C", "O", "C", "O", "O", "C", "H", "H", "H", "H", "H", "H", "H", "H", "C", "C", "O", "C", "O", "O", "C", "H", "H", "H", "H", "H", "H", "H", "H", "C", "C", "O", "C", "O", "O", "C", "H", "H", "H", "H", "H", "H", "H", "H"],
  "xyz": [[2.775, -4.401, 0.067], [3.959, -3.522, 0.685], [4.474, -2.508, -0.443], [4.501, -0.965, 0.036], [5.295, -0.750, 1.402], [4.609, 0.286, 2.425], [5.184, 1.764, 2.226], [4.137, 2.830, 1.632], [3.042, 2.226, 0.655], [2.097, 3.435, 0.167], [1.371, 3.160, -1.219], [0.507, 1.809, -1.243], [-1.000, 2.077, -0.808], [-1.933, 0.783, -0.802], [-1.978, 0.014, 0.585], [-0.723, -0.975, 0.680], [0.438, -0.426, 1.345], [1.232, -1.448, 1.964], [1.107, -1.478, 3.570], [-2.242, 0.943, 1.631], [-2.908, 0.346, 2.840], [-1.674, 0.465, 3.955], [-1.814, 1.800, 4.871], [-0.308, 2.236, 5.211], [0.304, 1.916, 6.432], [0.345, 2.986, 4.200], [-0.327, 4.131, 3.716], [1.581, 2.630, 3.653], [-4.324, 1.110, 3.162], [-5.292, 0.354, 4.188], [-4.575, -0.673, 5.166], [-6.978, -0.681, 3.270], [-3.212, -1.013, 2.319], [-3.214, -1.014, 0.871], [-4.574, -0.664, 0.110], [-4.654, -1.349, -1.374], [-5.230, -2.671, -1.516], [-4.115, -0.652, -2.520], [2.457, -5.266, 0.731], [3.156, -4.879, -0.902], [1.883, -3.768, -0.231], [3.685, -3.025, 1.667], [4.811, -4.250, 0.896], [5.532, -2.797, -0.762], [3.814, -2.668, -1.354], [5.082, -0.420, -0.789], [3.458, -0.527, 0.016], [5.492, -1.704, 1.986], [6.321, -0.339, 1.120], [3.476, 0.225, 2.445], [4.946, -0.050, 3.468], [6.168, 1.724, 1.648], [5.473, 2.151, 3.266], [4.754, 3.571, 1.007], [3.710, 3.451, 2.485], [2.342, 1.473, 1.145], [3.521, 1.691, -0.223], [2.779, 4.341, 0.008], [1.398, 3.726, 1.015], [0.631, 4.013, -1.385], [2.122, 3.134, -2.071], [1.033, 0.987, -0.671], [0.479, 1.477, -2.341], [-1.437, 2.776, -1.607], [-1.080, 2.675, 0.165], [-2.974, 1.139, -1.116], [-1.576, 0.132, -1.675], [-0.404, -1.197, -0.403], [-0.981, -1.998, 1.124], [1.053, -2.493, 1.562], [2.336, -1.226, 1.761], [1.141, -0.426, 3.989], [0.235, -2.096, 3.938], [2.074, -1.983, 3.928], [-0.657, 0.549, 3.466], [-1.758, -0.464, 4.622], [-2.439, 1.636, 5.797], [-2.210, 2.634, 4.208], [-4.890, 1.164, 2.166], [-4.225, 2.185, 3.514], [-5.749, 1.163, 4.857], [-4.142, -1.586, 4.664], [-3.804, -0.092, 5.782], [-5.336, -1.052, 5.933], [-3.046, -2.115, 0.584], [-4.674, 0.476, 0.042], [-5.497, -1.026, 0.661], [-4.989, -3.101, -0.665], [-4.454, -1.148, -3.301], [-2.812, -4.049, -3.889], [-3.511, -5.131, -3.089], [-3.422, -6.400, -3.753], [-2.243, -7.022, -3.644], [-1.279, -6.616, -3.041], [-2.308, -8.168, -4.344], [-1.077, -8.883, -4.393], [-3.195, -4.020, -4.913], [-2.961, -3.071, -3.427], [-1.739, -4.235, -3.957], [-4.573, -4.893, -3.009], [-3.118, -5.199, -2.072], [-0.679, -9.056, -3.392], [-0.355, -8.338, -5.006], [-1.269, -9.850, -4.859], [6.240, 9.793, -0.680], [6.013, 8.588, -1.571], [5.093, 7.669, -0.972], [3.801, 8.017, -1.045], [3.361, 9.010, -1.569], [3.081, 7.081, -0.413], [1.688, 7.382, -0.329], [6.547, 9.479, 0.321], [7.010, 10.444, -1.099], [5.326, 10.378, -0.563], [6.953, 8.048, -1.700], [5.671, 8.881, -2.567], [1.269, 7.601, -1.312], [1.530, 8.220, 0.353], [1.180, 6.506, 0.074], [2.231, -6.923, -3.511], [2.567, -8.351, -3.130], [3.603, -8.878, -3.972], [4.843, -8.467, -3.684], [5.157, -7.719, -2.794], [5.682, -9.016, -4.577], [7.033, -8.578, -4.443], [1.989, -6.854, -4.574], [1.381, -6.558, -2.930], [3.077, -6.256, -3.334], [1.688, -8.981, -3.281], [2.845, -8.436, -2.077], [7.396, -8.719, -3.424], [7.115, -7.530, -4.739], [7.646, -9.179, -5.115], [12.864, 2.289, 0.219], [11.796, 1.412, 0.843], [10.674, 2.191, 1.273], [9.840, 2.584, 0.301], [9.949, 2.334, -0.873], [8.873, 3.325, 0.857], [7.965, 3.893, -0.086], [13.145, 3.096, 0.900], [13.753, 1.703, -0.023], [12.505, 2.759, -0.699], [12.199, 0.927, 1.735], [11.476, 0.619, 0.163], [7.545, 3.130, -0.743], [8.471, 4.667, -0.668], [7.149, 4.355, 0.469], [-9.837, 6.109, 5.879], [-8.423, 5.561, 5.875], [-8.390, 4.226, 5.360], [-8.478, 4.121, 4.026], [-8.572, 5.036, 3.246], [-8.468, 2.820, 3.710], [-8.656, 2.561, 2.319], [-10.510, 5.433, 6.413], [-9.869, 7.091, 6.358], [-10.226, 6.211, 4.865], [-8.051, 5.508, 6.900], [-7.741, 6.206, 5.317], [-7.941, 3.117, 1.711], [-9.681, 2.808, 2.030], [-8.495, 1.496, 2.152], [-7.313, -2.478, -3.345], [-7.958, -3.344, -4.409], [-9.302, -2.919, -4.682], [-9.417, -1.828, -5.446], [-8.510, -1.192, -5.922], [-10.723, -1.543, -5.575], [-10.981, -0.337, -6.289], [-7.935, -2.445, -2.447], [-6.327, -2.863, -3.078], [-7.196, -1.448, -3.688], [-8.024, -4.373, -4.049], [-7.367, -3.362, -5.328], [-10.481, -0.335, -7.259], [-10.668, 0.523, -5.693], [-12.057, -0.272, -6.455]],
  "mulliken_charge": [-1.251, 0.044, -1.070, 0.653, -0.891, 0.442, -0.508, -0.345, 1.105, -0.221, -0.930, 0.280, -0.836, -0.522, 1.208, -1.940, 0.456, 1.353, -1.116, 0.085, 0.989, 1.157, -0.551, 0.103, -0.350, 0.129, -0.262, -0.066, -0.174, -0.383, -0.883, -0.164, -1.093, 0.886, -0.875, 0.869, -0.612, -0.603, 0.368, 0.211, 0.216, 0.148, 0.373, 0.259, 0.447, 0.506, -0.727, 0.340, 0.391, -0.678, 0.516, -0.164, 0.313, -0.026, 0.223, -0.805, 0.305, 0.170, 0.083, 0.222, 0.375, -0.285, 0.264, 0.257, 0.181, 0.343, 0.279, -0.077, 0.682, 0.145, -1.323, 0.059, 0.338, 0.439, -1.551, 0.289, 0.268, 0.291, -0.247, 0.258, 0.385, 0.142, 0.136, 0.460, -0.232, 0.137, -0.308, 0.266, 0.249, -0.807, 0.068, -0.392, 0.729, -0.563, -0.357, -0.608, 0.274, 0.020, 0.358, 0.155, 0.261, 0.281, 0.262, 0.290, -1.113, -0.181, -0.301, 0.701, -0.577, -0.215, -0.641, 0.288, 0.365, 0.310, 0.291, 0.299, 0.328, 0.311, 0.142, -0.975, -0.061, -0.353, 0.785, -0.553, -0.351, -0.627, 0.302, 0.222, 0.369, 0.137, 0.309, 0.290, 0.288, 0.224, -1.095, -0.176, -0.359, 0.750, -0.552, -0.342, -0.611, 0.289, 0.354, 0.310, 0.291, 0.303, 0.314, 0.379, 0.142, -1.099, -0.194, -0.341, 0.748, -0.563, -0.253, -0.568, 0.289, 0.359, 0.304, 0.300, 0.309, 0.292, 0.338, 0.039, 0.046, -0.450, -0.360, 0.769, -0.554, -0.346, -0.633, 0.282, -0.504, 0.335, 0.306, 0.337, 0.290, 0.293, 0.223],
  "energy_ha": -4380.2073,
  "homo_energy_ev": -5.10,
  "charge": -1,
  "largest_force_ev_per_a": 3.28
}